Entry 1:
A 9-piece molecular cluster, C21H64BNO7 overall in a non-equilibrium geometry. Source: the OMol25 dataset; level of theory: the ωB97M-V functional and the def2-TZVPD basis.

The geometry in XYZ format:
```
94
Properties=species:S:1:pos:R:3:forces:R:3:lowdin_charge:R:1
N 0.858 0.055 -0.960 -0.7701 0.3376 -0.4637 0.3624
H 1.135 -0.441 -1.794 0.3321 -0.2600 -0.3859 0.1520
H -0.045 0.475 -1.132 -0.6708 0.1411 -0.2211 0.1512
H 1.471 0.832 -0.761 0.6759 -0.0269 0.4349 0.1532
H 0.717 -0.605 -0.208 0.3947 -0.6055 1.1079 0.1438
B 0.582 -2.829 2.493 -0.1608 0.0856 0.0192 -0.4590
H 1.259 -1.993 2.412 2.6958 4.0746 -0.1484 -0.1417
H -0.217 -2.688 3.204 -3.1271 0.6995 2.7123 -0.1114
H 0.232 -3.023 1.491 -1.7763 -0.9308 -4.2740 -0.1335
H 1.248 -3.627 2.781 2.4350 -3.4238 1.1726 -0.1120
C 3.016 1.805 5.482 1.0609 -0.2021 1.3082 -0.0560
C 3.249 0.694 6.577 -0.8070 0.6827 -0.8276 -0.4633
C 3.664 1.268 7.933 -0.6512 -0.1113 -0.1205 -0.0642
O 2.023 -0.041 6.767 0.7256 0.3486 0.1810 -0.0605
H 2.352 2.579 5.867 -0.2706 -0.1731 -0.0510 0.0718
H 2.700 1.467 4.495 -0.1497 -0.3299 0.2386 0.0676
H 3.985 2.289 5.364 0.1346 0.1607 -0.2488 0.0636
H 4.019 0.009 6.222 0.1385 -0.0847 -0.0866 0.1253
H 4.561 1.888 7.932 0.0477 -0.1367 -0.3287 0.0754
H 3.795 0.460 8.653 0.0837 -0.0481 -0.0712 0.0764
H 2.843 1.882 8.304 -0.0579 0.0969 0.0421 0.0775
H 1.844 -0.444 5.914 -0.2892 -0.2526 -0.0798 0.0839
C -4.133 3.664 -4.042 0.9074 1.1933 -0.7059 -0.0507
C -3.520 3.910 -2.642 -1.0066 0.2676 -0.5374 -0.5053
C -4.334 4.795 -1.723 0.1026 0.2701 -0.0873 -0.0651
O -3.343 2.656 -2.029 0.7717 -0.5117 0.3727 -0.0630
H -3.294 3.610 -4.736 0.1138 -0.7271 -0.0957 0.0671
H -4.631 4.528 -4.482 -0.4545 0.2426 0.5098 0.0714
H -4.777 2.796 -4.181 0.1249 -0.0171 0.4902 0.0797
H -2.553 4.404 -2.737 0.2536 -0.4267 -0.1610 0.1307
H -3.880 4.771 -0.732 -0.2579 -0.2637 0.1447 0.0816
H -5.367 4.447 -1.724 -0.1208 0.1724 0.3163 0.0855
H -4.286 5.846 -2.008 -0.2557 -0.0223 -0.3280 0.0801
H -4.216 2.369 -1.751 -0.1003 -0.2427 0.0969 0.0885
C 6.084 -4.956 -1.135 0.1503 -1.3199 -0.8245 -0.0672
C 5.075 -4.953 -0.034 -0.5906 -0.0312 0.6966 -0.5162
C 5.167 -6.072 1.024 0.6406 0.4879 -0.2983 -0.0428
O 5.203 -3.702 0.613 -0.1729 0.3132 0.2951 -0.0566
H 6.137 -5.985 -1.492 0.1357 -0.1864 -0.2115 0.0771
H 7.102 -4.695 -0.847 -0.1828 0.2413 0.3122 0.0850
H 5.774 -4.380 -2.007 0.0138 0.3167 0.2322 0.0753
H 4.065 -5.033 -0.434 -0.1522 0.1071 -0.4595 0.1288
H 4.591 -6.964 0.777 0.2908 -0.0513 -0.2178 0.0781
H 4.774 -5.702 1.971 -0.1044 0.0189 0.0018 0.0758
H 6.228 -6.270 1.179 -0.0191 -0.4507 0.1664 0.0782
H 4.562 -3.767 1.324 -0.1065 0.6080 0.3209 0.0809
C 0.539 -1.543 -7.095 -0.2397 0.9577 -0.1483 -0.0724
C 1.841 -1.846 -6.360 -0.4871 -0.1094 0.1342 -0.4536
C 2.704 -0.571 -6.152 -0.5599 0.0966 0.1967 -0.0541
O 1.453 -2.420 -5.088 0.8413 0.7678 0.3463 -0.0784
H -0.037 -0.866 -6.464 0.0711 0.2748 0.0976 0.0779
H -0.174 -2.346 -7.280 0.5593 -0.5640 0.0401 0.0762
H 0.690 -1.023 -8.041 0.1543 -0.0720 -0.0910 0.0774
H 2.452 -2.574 -6.893 0.0010 -0.0834 -0.1510 0.1283
H 3.706 -0.736 -5.756 -0.1312 -0.3874 0.0185 0.0744
H 2.222 0.162 -5.506 -0.2934 -0.2778 0.4224 0.0683
H 2.817 0.026 -7.057 0.0205 -0.5202 -0.4343 0.0755
H 0.943 -3.224 -5.206 0.0448 -0.0153 -0.3439 0.0823
C -5.053 -0.783 5.273 -1.5159 0.4026 0.5356 -0.0712
C -4.839 0.186 4.074 1.3841 -1.4601 2.6187 -0.4761
C -3.771 1.188 4.550 -0.4473 0.3191 -0.9886 -0.0685
O -4.370 -0.569 2.987 -0.3469 0.2930 -1.1437 -0.0553
H -5.979 -1.356 5.232 -0.0542 -0.1991 -0.5611 0.0677
H -5.213 -0.213 6.188 0.2355 0.2547 0.1110 0.0662
H -4.272 -1.506 5.509 0.4237 0.2616 -0.5239 0.0825
H -5.764 0.692 3.800 0.0761 -0.1351 -0.1277 0.1360
H -4.031 1.708 5.472 -0.2588 0.0736 -0.1592 0.0737
H -3.694 1.881 3.713 0.4813 0.4212 0.2390 0.0704
H -2.804 0.716 4.726 -0.0517 -0.2226 -0.1628 0.0828
H -3.643 -1.124 3.279 0.1425 -0.0380 0.1130 0.0891
C -4.882 -2.970 -3.164 -1.3551 -0.4558 -0.3485 -0.0442
C -6.381 -2.732 -2.729 1.5212 1.1900 0.5782 -0.4815
C -6.967 -3.830 -1.924 0.2049 -1.4809 -0.0612 -0.0801
O -6.415 -1.562 -1.906 -0.0191 0.6775 -0.3872 -0.0742
H -4.509 -2.218 -3.859 -0.2141 0.1716 0.1327 0.0678
H -4.813 -3.931 -3.674 0.0807 -0.1243 -0.0524 0.0690
H -4.213 -3.018 -2.305 -0.1824 0.0699 0.1885 0.0743
H -7.053 -2.527 -3.562 0.3251 0.1707 -0.2203 0.1346
H -7.196 -4.625 -2.634 -0.4636 -0.3376 0.2961 0.0824
H -7.827 -3.507 -1.337 -0.1424 -0.0180 -0.4193 0.0881
H -6.255 -4.257 -1.219 0.2091 0.0805 0.1027 0.0836
H -5.835 -1.742 -1.162 0.0551 0.0821 0.2180 0.0803
C 4.886 6.103 -0.591 -0.1965 0.4582 -0.2614 -0.0725
C 3.750 5.281 -0.004 0.5817 0.4394 -0.1982 -0.4795
C 2.386 6.011 -0.078 0.4688 -0.2553 -0.3724 -0.0467
O 3.670 4.016 -0.675 -0.9626 -0.0733 -0.2431 -0.0737
H 5.838 5.576 -0.532 -0.0093 -0.0987 -0.0236 0.0767
H 4.997 7.037 -0.041 0.0208 0.0167 0.1039 0.0804
H 4.690 6.372 -1.629 0.0101 -0.1136 -0.1157 0.0824
H 4.083 5.086 1.016 -0.6063 0.0300 0.4220 0.1283
H 2.442 7.079 0.130 0.3984 -0.1170 0.8171 0.0757
H 1.634 5.528 0.547 0.0178 0.1174 -0.0542 0.0742
H 2.019 6.093 -1.101 0.0479 -0.7636 -0.2586 0.0760
H 4.511 3.553 -0.655 0.1858 0.2659 0.1812 0.0802
```
Positions in Å, forces in eV/Å.

Values from the calculation:
Kohn-Sham gap   6.32 eV
Total energy   -1444.50883 hartree
Charge   0

Entry 2:
A 14-piece molecular cluster, C21H64N22O17S overall in a non-equilibrium geometry. Source: the OMol25 dataset; level of theory: the ωB97M-V functional and the def2-TZVPD basis.

The geometry in XYZ format:
```
125
Properties=species:S:1:pos:R:3:forces:R:3:lowdin_charge:R:1
C 0.273 0.230 -0.532 -0.5812 -1.2283 1.3878 -0.6021
O -0.058 1.010 -1.461 0.3658 -0.1569 0.1396 -0.0840
N 1.382 0.312 0.217 -0.2272 0.9678 -0.7948 0.2214
N -0.559 -0.780 -0.130 0.0959 0.7795 -1.0778 0.2018
H 2.094 0.984 -0.065 0.1412 -0.2532 0.0769 0.0602
H 1.530 -0.339 0.967 0.3958 0.0125 0.0709 0.0744
H -0.306 -1.438 0.591 -0.1400 0.0012 0.2202 0.0545
H -1.429 -0.859 -0.634 -0.1251 -0.2023 0.1886 0.0525
C 0.314 0.394 -4.930 0.2168 0.0928 -0.1119 -0.6896
O 0.917 0.539 -5.985 -0.1397 -0.0733 0.2418 0.0164
N 0.250 -0.806 -4.275 0.1401 0.1744 -0.3862 0.1735
N -0.328 1.418 -4.293 -0.3172 -0.0285 0.0897 0.1481
H 0.726 -1.554 -4.745 -0.1786 -0.1801 0.1477 0.0987
H -0.302 -0.953 -3.450 0.0828 -0.0607 0.0944 0.0821
H -0.616 1.307 -3.327 0.2460 0.0920 -0.2907 0.0276
H -0.250 2.327 -4.711 0.0341 0.0044 0.0196 0.1005
C -3.428 0.128 -2.377 0.1205 0.1618 -0.4583 -0.6134
O -3.098 -0.807 -1.628 -0.5584 0.1856 -0.7536 -0.0497
N -4.337 0.013 -3.384 0.2084 0.2008 0.4063 0.1882
N -2.792 1.317 -2.266 0.7217 -1.0581 1.1753 0.1745
H -4.471 0.810 -3.978 -0.2678 -0.1422 -0.1958 0.1063
H -4.937 -0.786 -3.458 -0.1090 0.0310 0.0704 0.0904
H -2.985 2.197 -2.697 -0.2546 -0.1096 -0.3165 0.1030
H -1.960 1.162 -1.672 -0.1471 0.9721 -0.3156 0.0694
C 1.068 -3.836 -0.844 -0.7194 -0.5032 0.7412 -0.6563
O 0.286 -4.767 -0.590 -0.0040 0.7657 -0.0649 -0.0163
N 1.175 -3.305 -2.087 0.1625 -0.0870 -0.0778 0.1835
N 1.830 -3.252 0.119 0.1674 0.0865 -0.6496 0.1970
H 0.435 -3.530 -2.725 0.2402 -0.1769 -0.2223 0.0920
H 1.919 -2.658 -2.306 -0.3190 0.1702 0.1240 0.0555
H 1.708 -3.514 1.079 0.1472 -0.0879 0.0248 0.0847
H 2.372 -2.442 -0.140 -0.0027 0.0800 0.3184 0.0617
C 3.581 -1.690 2.957 -0.7705 1.1540 0.5326 -0.6372
O 3.516 -0.803 2.112 0.0278 -0.4091 -0.2771 0.0084
N 4.699 -1.955 3.695 -0.3421 -0.7013 -0.1718 0.1688
N 2.480 -2.418 3.344 0.9985 -0.4217 -0.2827 0.1712
H 4.556 -2.519 4.511 0.3944 0.0762 0.2116 0.0928
H 5.536 -1.412 3.622 -0.1114 0.2139 -0.1788 0.1080
H 1.540 -2.161 3.085 -0.0788 0.1544 0.0245 0.0594
H 2.634 -3.076 4.085 -0.5289 -0.0818 0.1265 0.0992
C 3.292 2.728 -1.912 1.0150 -0.7320 0.1290 -0.6289
O 3.376 2.072 -0.871 -0.2619 0.1499 -0.1420 -0.0074
N 4.258 3.643 -2.216 -0.2061 0.1261 -0.0638 0.1710
N 2.376 2.479 -2.879 -0.0090 0.5400 0.2222 0.1871
H 5.035 3.718 -1.587 -0.1494 0.1547 0.1880 0.1082
H 4.172 4.304 -2.964 0.0143 -0.0056 -0.0387 0.0971
H 1.824 1.641 -2.816 -0.2466 0.1090 0.0874 0.0666
H 2.427 3.015 -3.724 -0.1752 -0.3007 -0.2527 0.1077
C 2.013 3.696 2.811 0.3713 1.7467 -0.2791 -0.6561
O 2.521 2.992 3.675 -0.4732 -0.3142 -0.2993 0.0182
N 1.243 4.800 3.151 -0.4098 -0.2957 0.7548 0.1469
N 2.266 3.636 1.481 0.1135 -1.0224 0.0021 0.1817
H 0.893 5.500 2.526 0.1478 -0.2183 -0.4023 0.0821
H 0.976 4.904 4.114 0.2123 -0.0333 0.0047 0.0913
H 1.734 4.133 0.767 0.1327 -0.0455 0.3911 0.0430
H 2.717 2.788 1.172 0.1677 0.1860 -0.0711 0.0730
C -0.137 4.968 -0.965 0.0122 0.2774 -0.9293 -0.6378
O 1.023 5.070 -0.583 -0.4384 -0.2218 0.1790 0.0107
N -1.069 5.941 -0.702 0.3860 0.0283 0.4007 0.1599
N -0.600 3.980 -1.791 0.0163 0.4703 0.1727 0.1729
H -0.796 6.655 -0.052 -0.0090 0.0694 -0.1148 0.1049
H -2.006 5.950 -1.052 -0.0889 -0.1416 0.0370 0.0944
H -0.090 3.121 -1.963 0.0882 0.1097 0.3063 0.0581
H -1.557 4.078 -2.065 -0.0799 -0.4238 -0.1251 0.0809
C -5.137 -3.036 0.379 -0.5337 -0.5908 0.8331 -0.6663
O -5.725 -3.811 1.121 0.3056 0.1514 -0.0110 0.0105
N -5.829 -2.304 -0.564 0.3189 0.2854 -0.5176 0.1478
N -3.798 -2.788 0.388 -1.0122 0.7371 -0.7450 0.1766
H -6.829 -2.289 -0.582 -0.0385 -0.3070 0.2867 0.0958
H -5.356 -1.600 -1.100 0.0670 0.0970 0.0911 0.0495
H -3.540 -2.208 -0.396 0.8586 -0.1438 0.4551 0.0282
H -3.144 -3.210 1.020 -0.0966 -0.2261 -0.0971 0.0600
C -3.446 -4.456 -3.317 0.6155 -0.6608 0.7188 -0.6701
O -3.427 -5.670 -3.395 -0.0979 0.1741 -0.2771 0.0338
N -4.301 -3.681 -4.059 0.2840 -0.7078 0.2859 0.1541
N -2.647 -3.757 -2.444 -0.2533 0.8553 -0.6293 0.1680
H -4.254 -2.689 -4.007 -0.2276 0.1842 -0.3537 0.0518
H -4.930 -4.227 -4.619 -0.2111 0.4846 -0.1776 0.1056
H -1.806 -4.155 -2.060 -0.1438 -0.3861 0.0840 0.0782
H -2.718 -2.749 -2.491 0.2930 -0.1455 0.3307 0.0476
C -1.206 -3.156 2.814 0.0922 0.2496 -0.1065 -0.6344
O -0.594 -2.127 2.506 0.0846 -0.1733 0.0152 -0.0202
N -1.710 -3.380 4.062 0.3656 -0.2600 -0.9424 0.1877
N -1.438 -4.143 1.904 -0.0877 -0.1224 0.0877 0.1672
H -1.867 -2.599 4.672 0.0464 -0.0779 0.1715 0.1095
H -2.142 -4.276 4.182 -0.3570 0.2115 0.6018 0.1016
H -1.947 -4.978 2.140 0.0351 -0.0071 0.0690 0.1167
H -0.933 -4.175 1.027 0.2903 -0.0272 -0.0719 0.0705
C 0.601 0.618 4.126 -0.6128 -0.0700 -0.6319 -0.1572
C 0.169 1.651 5.144 -0.6299 0.6950 0.0416 -0.1656
O 0.486 1.124 6.444 0.3641 -1.2522 0.2786 -0.1812
S 0.831 -0.477 6.361 0.5135 1.3902 -0.2386 0.6242
O -0.011 -1.234 7.227 -0.0948 0.3419 -0.6072 -0.2299
O 2.247 -0.658 6.460 -0.5088 0.1061 -0.0676 -0.2383
O 0.367 -0.599 4.847 0.2765 -1.2133 0.6510 -0.2387
H 1.596 0.734 3.696 0.2566 -0.1889 0.6049 0.1150
H -0.098 0.505 3.295 0.0151 0.4163 0.0036 0.1133
H -0.915 1.797 5.089 -0.0011 -0.2064 0.1561 0.1227
H 0.626 2.630 5.052 0.4084 -0.2152 -0.0877 0.1030
C 5.504 -0.846 -2.031 -0.2361 1.2740 0.4301 -0.1544
C 4.933 -1.371 -3.338 0.0179 -0.5549 0.4198 -0.1501
C 3.468 -1.026 -3.212 -0.3189 0.1858 -0.1912 -0.2156
O 3.152 -1.127 -1.819 0.2044 0.5020 0.0517 -0.2100
C 4.377 -1.048 -1.015 -0.0364 -1.9509 -1.1460 -0.1640
H 5.641 0.239 -2.089 0.3185 -0.0679 -0.2554 0.1111
H 6.443 -1.307 -1.733 -0.0263 -0.0279 0.0507 0.1150
H 4.978 -2.465 -3.339 0.2799 0.0282 -0.0950 0.1203
H 5.440 -0.998 -4.224 -0.1268 0.1012 -0.0558 0.1181
H 2.856 -1.743 -3.766 -0.0269 0.0459 0.0496 0.0974
H 3.194 -0.036 -3.590 0.2238 0.0562 0.0523 0.1071
H 4.474 -2.080 -0.655 0.1242 0.2210 0.6220 0.1158
H 4.299 -0.351 -0.190 -0.1343 0.2089 -0.1665 0.0917
C -3.295 1.639 1.068 -0.1180 0.4850 0.5504 -0.1474
C -1.889 2.267 1.242 -0.5097 0.0119 -0.4356 -0.1390
C -2.058 3.359 2.301 0.2808 0.3263 -0.4506 -0.2031
O -3.444 3.472 2.558 -0.1977 0.2630 -0.1658 -0.1300
C -4.054 2.224 2.256 0.3671 -0.6138 0.9248 -0.2001
H -3.256 0.551 1.053 -0.1881 -0.0108 0.0024 0.1038
H -3.797 2.010 0.174 0.2888 -0.1779 -0.2064 0.0931
H -1.668 2.715 0.276 0.6816 -0.0705 0.0993 0.0753
H -1.125 1.555 1.545 -0.0074 -0.1012 -0.3096 0.0874
H -1.699 4.316 1.914 -0.1465 0.0838 0.0968 0.1009
H -1.458 3.172 3.198 -0.2898 -0.2403 0.1642 0.0966
H -5.121 2.380 2.112 0.0261 0.0871 -0.1288 0.1196
H -3.924 1.575 3.136 -0.1489 -0.0895 -0.0750 0.1209
```
Positions in Å, forces in eV/Å.

Values from the calculation:
Kohn-Sham gap   8.90 eV
Total energy   -3720.94961 hartree
Charge   0